Record 1
Entry from the Open Molecules 2025 dataset: C3H7O3PS as an isolated structure (the ωB97M-V functional and the def2-TZVPD basis).

Cartesian coordinates (Å):
C (0.363109, 1.393040, 0.901229)
C (0.813183, 1.156142, -2.066600)
C (-1.453973, -1.172455, 1.551282)
O (-0.767930, -0.558822, -0.990056)
O (0.956552, -1.535125, -2.522671)
O (1.087766, -1.193434, 0.407195)
P (-0.036234, -0.233072, 0.789640)
S (0.603792, -0.459741, -1.641226)
H (1.370448, 1.558629, 0.766937)
H (-0.324119, 2.091369, 1.508744)
H (0.721348, 1.850797, -1.243306)
H (1.755333, 1.116387, -2.663670)
H (-1.141966, -1.550347, 2.580914)
H (-1.671638, -1.898611, 0.812003)
H (-2.275674, -0.564755, 1.809586)

Forces on atoms 1 to 3 (eV/Å):
C -4.095 -0.918 2.384
C 2.121 -2.966 -0.549
C 2.283 1.043 1.779

total energy	-1083.6125	Ha
energy relative to the best compared isomer or geometry (same formula, charge and spin)	6.3292	eV
net charge	0
F_max	4.8	eV/A
E_LUMO (alpha / beta)	-1.136 / -1.136	eV
E_HOMO (alpha / beta)	-0.320 / -0.320	hartree

Want to see where the charge sits? The Löwdin charges in e are: atom 1 (C): -0.25, atom 2 (C): -0.11, atom 3 (C): -0.13, atom 4 (O): -0.43, atom 5 (O): -0.28, atom 6 (O): -0.39, atom 7 (P): 0.61, atom 8 (S): 0.77, atom 9 (H): -0.03, atom 10 (H): 0.05, atom 11 (H): 0.00, atom 12 (H): 0.05, atom 13 (H): 0.08, atom 14 (H): 0.03, atom 15 (H): 0.03

Record 2
Entry from the Open Molecules 2025 dataset: C3H7O3Tb as an isolated structure (the ωB97M-V functional and the def2-TZVPD basis).

Cartesian coordinates (Å):
O (-1.231682, -0.341826, 1.121206)
C (-0.119092, -1.194517, 1.142719)
C (0.871875, -0.787903, 0.068673)
O (1.143570, -1.714041, -0.958734)
C (0.011460, -1.788143, -1.551302)
Tb (-0.632928, 1.540012, 0.353712)
H (-0.428371, -2.251760, 0.991326)
H (0.408524, -1.157449, 2.116185)
H (1.888204, -0.642487, 0.458916)
H (0.436476, 4.195883, -0.241590)
H (0.076553, -2.188179, -2.566529)
H (-1.016613, -1.864297, -1.186947)
O (-0.367524, 3.758019, 0.061505)
H (-1.040451, 4.436688, 0.190859)

Forces on atoms 1 to 3 (eV/Å):
O 0.168 0.143 0.078
C -1.021 0.073 0.263
C 3.128 -0.423 3.396

total energy	-1167.8507	Ha
2S+1	7
⟨S²⟩	12.8660
net charge	+2
F_max	5.0	eV/A
E_LUMO (alpha / beta)	-10.499 / -10.592	eV
E_HOMO (alpha / beta)	-0.643 / -0.581	hartree

Want to see where the charge sits? The Löwdin charges in e are: atom 1 (O): -0.48, atom 2 (C): -0.35, atom 3 (C): -0.15, atom 4 (O): 0.12, atom 5 (C): 0.25, atom 6 (Tb): 1.81, atom 7 (H): 0.15, atom 8 (H): 0.14, atom 9 (H): 0.14, atom 10 (H): 0.10, atom 11 (H): 0.16, atom 12 (H): 0.16, atom 13 (O): -0.18, atom 14 (H): 0.11